# 1
109
Properties=species:S:1:pos:R:3:forces:R:3 method="wB97M-V/def2-TZVPD" gap_ev=7.4 lumo_energy_ev=-1.29 total_energy_ev=-185217.443 smiles="C/C(Cl)=C(/Cl)c1nc2cc(I)c(C)cc2nc1CC(=O)Br.C[C@@H]1COC(=O)O1.C[C@@H]1COC(=O)O1.C[C@@H]1COC(=O)O1.C[C@@H]1COC(=O)O1.C[C@@H]1COC(=O)O1.C[C@@H]1COC(=O)O1" max_force_ev_per_a=6.406
C 7.708280 -2.591807 -0.340898 0.253 -0.698 -0.210
C 8.462737 -2.154037 -1.680722 -0.985 1.341 -1.764
Cl 10.234238 -2.666302 -1.842596 -2.255 0.626 0.321
C 7.857242 -1.424149 -2.752219 0.322 -1.849 3.075
Cl 8.855559 -1.020820 -4.218295 -1.725 -0.373 1.547
C 6.296205 -1.044894 -2.581998 0.291 -0.039 -0.609
N 5.407897 -2.152598 -2.437468 -0.710 6.364 -0.179
C 4.082300 -1.618743 -2.292380 -2.508 -0.946 0.460
C 2.924765 -2.684951 -2.065004 -2.035 1.867 0.148
C 1.441556 -2.320746 -1.871577 3.835 2.152 -0.858
I -0.042664 -3.892927 -1.511855 1.323 1.337 -0.312
C 1.012103 -0.813495 -1.934598 3.215 0.619 -0.513
C -0.485857 -0.279298 -1.735457 0.759 0.206 0.532
C 2.124631 0.232940 -2.166395 -0.473 -3.287 0.299
C 3.645195 -0.134008 -2.331091 -0.521 -0.532 0.092
N 4.595105 0.924835 -2.515228 2.111 -4.298 0.083
C 5.942580 0.467974 -2.619022 -2.372 -0.831 0.134
C 7.055867 1.627711 -2.816781 -1.247 -0.181 0.068
C 7.028486 2.730699 -1.648958 5.105 0.039 1.993
O 8.114191 2.957573 -1.037574 -5.038 -0.917 -2.711
Br 5.463399 3.806120 -1.103645 0.747 -0.820 -0.627
H 8.406090 -3.164164 0.365141 -0.749 0.959 -1.251
H 7.288517 -1.709671 0.265062 0.535 -1.221 -1.266
H 6.875683 -3.342463 -0.629058 1.251 1.496 0.489
H 3.211933 -3.799583 -2.044383 -0.406 2.059 -0.013
H -0.994509 -0.003684 -2.733189 0.881 -0.589 1.513
H -0.391264 0.681089 -1.096187 -0.293 -1.543 -1.133
H -1.145153 -1.011616 -1.137983 1.178 1.049 -1.100
H 1.816192 1.335585 -2.211617 0.689 -1.840 0.100
H 8.120446 1.226693 -2.865793 -1.585 0.535 0.338
H 6.844099 2.171796 -3.800526 0.120 -0.761 1.336
C 12.049584 -0.228979 -4.848198 0.048 -0.391 -0.376
C 13.070119 -0.259155 -3.727205 -0.861 -0.146 -0.541
C 13.012757 0.936199 -2.819753 -0.518 0.187 0.500
O 14.357641 1.058683 -2.379848 0.434 -0.107 -0.347
C 15.139672 0.544753 -3.369338 1.010 -0.034 -0.191
O 16.322204 0.705995 -3.457540 -0.949 -0.150 0.126
O 14.393200 -0.182149 -4.253085 0.533 0.422 0.558
H 12.400678 0.371552 -5.692302 0.038 0.117 0.261
H 11.889434 -1.240545 -5.231524 -0.058 0.116 0.022
H 11.084644 0.155130 -4.509928 0.273 0.010 0.059
H 12.980103 -1.190497 -3.157413 0.054 0.116 0.039
H 12.341395 0.778964 -1.972088 0.217 0.059 -0.016
H 12.726963 1.861826 -3.330201 -0.026 -0.130 -0.124
C 0.029005 4.905167 -1.622908 0.493 -0.271 0.176
C -0.958077 3.950700 -2.266985 0.810 0.696 0.115
C -2.209340 4.614649 -2.766459 -0.075 0.489 -0.575
O -3.179027 3.583842 -2.644221 -0.012 -0.459 0.507
C -2.767710 2.781711 -1.625132 -0.317 -0.670 0.467
O -3.453255 1.965738 -1.077713 0.705 0.627 -0.450
O -1.463960 3.028681 -1.303436 -0.860 -0.218 -0.169
H -0.230140 5.101859 -0.578849 -0.200 0.047 -0.201
H 1.027551 4.459404 -1.617139 -0.069 0.110 0.012
H 0.090879 5.852562 -2.163217 -0.073 -0.099 -0.021
H -0.469015 3.380779 -3.064892 -0.142 -0.008 0.019
H -2.118129 4.938409 -3.805877 -0.168 -0.146 0.115
H -2.527467 5.466962 -2.157344 0.159 -0.056 0.063
C -6.295774 0.982913 -1.411387 -0.354 0.371 0.196
C -7.289468 0.453888 -2.427421 0.577 0.164 0.986
C -6.761628 -0.677480 -3.261901 0.155 -0.660 0.190
O -7.470343 -0.521674 -4.483078 -0.133 0.487 -0.244
C -7.761125 0.803968 -4.598216 -0.376 0.630 -0.675
O -8.125455 1.337518 -5.605869 0.246 -0.472 0.786
O -7.580739 1.448065 -3.407290 -0.209 -0.406 -0.820
H -5.605804 1.698018 -1.863458 -0.062 -0.337 -0.064
H -6.825376 1.519876 -0.619076 0.099 -0.054 -0.016
H -5.723893 0.178592 -0.943022 -0.043 0.037 -0.079
H -8.226472 0.174152 -1.932337 -0.012 -0.055 -0.173
H -6.970880 -1.652456 -2.815173 -0.043 0.087 -0.213
H -5.688944 -0.606560 -3.469461 -0.036 0.138 0.139
C -2.066663 -0.281460 2.509550 -0.035 -0.536 -0.249
C -0.710509 -0.904180 2.783025 -1.125 0.446 0.111
C 0.248089 0.011921 3.487811 -0.027 0.219 0.649
O 1.510964 -0.435365 3.016812 0.157 -0.183 -0.570
C 1.300763 -0.962080 1.778604 0.454 -0.341 -0.649
O 2.164091 -1.204714 0.985709 -0.578 0.151 0.689
O -0.031092 -1.178131 1.559215 1.074 0.076 0.066
H -2.049594 0.327403 1.600730 0.152 0.074 0.183
H -2.808102 -1.064509 2.344442 0.121 0.214 0.041
H -2.410605 0.330402 3.345858 0.058 -0.104 -0.041
H -0.828656 -1.846647 3.329288 0.144 0.053 -0.025
H 0.185322 -0.082018 4.574576 0.185 -0.018 -0.152
H 0.128057 1.065906 3.216460 -0.149 -0.089 -0.082
C -9.083453 -1.308658 1.322283 0.035 -0.385 -0.437
C -7.999294 -1.479496 2.368646 -0.919 -0.120 -0.483
C -8.120963 -0.536784 3.530218 -0.659 0.002 0.584
O -6.770406 -0.367691 3.939496 0.596 -0.001 -0.413
C -6.002730 -0.552051 2.830461 0.728 0.101 -0.251
O -4.848150 -0.243343 2.739637 -1.213 -0.239 0.167
O -6.723872 -1.136831 1.828734 0.670 0.388 0.647
H -8.844942 -0.495735 0.630379 0.006 0.078 0.284
H -9.164470 -2.217182 0.719237 -0.055 0.109 0.044
H -10.059870 -1.121648 1.774767 0.119 -0.015 0.058
H -7.960997 -2.520267 2.708381 0.062 0.111 0.057
H -8.721152 -0.956960 4.340724 0.184 0.134 -0.089
H -8.528090 0.443004 3.260195 -0.009 -0.105 -0.140
C -7.004681 -2.738154 9.184009 0.241 -0.521 -0.089
C -7.445624 -2.053232 7.904836 0.627 -0.303 0.802
C -8.042062 -0.691723 8.117975 0.368 0.637 0.257
O -8.957585 -0.580178 7.037651 -0.373 -0.470 -0.273
C -9.349932 -1.846365 6.726516 -0.572 -0.463 -0.330
O -10.294205 -2.119867 6.041947 0.795 0.287 0.360
O -8.521449 -2.767885 7.299788 -0.619 0.574 -0.502
H -7.843915 -3.232660 9.680992 -0.022 0.279 -0.063
H -6.274677 -3.519115 8.954778 -0.063 0.082 0.088
H -6.535815 -2.038390 9.879647 -0.055 0.026 -0.110
H -6.615579 -2.012021 7.190999 -0.131 0.078 -0.021
H -7.290534 0.099865 8.071363 -0.211 -0.036 -0.134
H -8.597275 -0.597276 9.056839 0.070 -0.163 -0.006

# 2
73
Properties=species:S:1:pos:R:3:forces:R:3 method="wB97M-V/def2-TZVPD" gap_ev=10.4 lumo_energy_ev=-1.85 e_above_lowest_kcal_mol=13.32 total_energy_ev=-33004.165 total_charge=+1 max_force_ev_per_a=1.905
N -0.069215 0.093556 1.185046 -0.017 0.328 -0.237
H 0.368221 -0.544767 0.484494 -0.024 -0.167 0.404
H 0.370597 1.051839 1.075035 0.022 -0.621 0.211
H 0.104568 -0.196378 2.162047 0.119 0.077 -0.488
H -1.090623 0.125724 1.015334 -0.069 0.309 0.130
C -4.325563 -1.124939 -0.813044 0.231 -0.236 -1.485
C -3.219759 -0.089488 -0.711091 1.077 -0.291 0.708
C -3.367549 1.126817 -1.608504 -1.812 -0.576 0.118
O -3.495624 0.688512 -2.954708 1.046 -0.037 0.658
C -2.263706 0.767140 -3.643897 -0.064 0.941 -1.238
N -3.023959 0.336641 0.696923 -0.037 0.174 -0.104
H -4.424110 -1.438276 -1.857954 -0.235 0.427 -0.081
H -5.279420 -0.714047 -0.485055 -0.022 -0.162 0.178
H -4.087848 -2.094237 -0.370615 0.045 0.354 0.754
H -2.247104 -0.506914 -1.015144 -0.220 -0.458 -0.056
H -2.593848 1.870230 -1.408397 0.274 -0.068 -0.348
H -4.329722 1.590434 -1.358105 0.031 0.192 -0.051
H -2.366697 0.273835 -4.610993 -0.218 -0.079 0.110
H -1.341987 0.369646 -3.204776 -0.408 -0.227 0.689
H -2.097286 1.832137 -3.857415 0.326 -0.089 -0.038
H -3.600944 1.152147 0.889131 0.060 -0.016 0.057
H -3.391510 -0.395843 1.294924 0.014 0.047 0.100
C 0.319075 -3.571276 4.405600 -0.243 0.323 0.251
C 0.160472 -2.241516 3.617025 0.694 -0.738 0.761
C -0.091863 -1.123131 4.609911 -0.231 0.054 0.231
O -0.368536 0.142556 4.004406 0.376 -0.727 -0.038
C -0.267816 1.181026 4.953090 -0.874 0.903 -0.283
N 1.422490 -1.969557 2.925708 -0.145 0.078 -0.953
H -0.522320 -3.825923 5.052863 -0.096 0.124 -0.091
H 1.196895 -3.457003 5.046355 -0.049 0.002 0.113
H 0.524431 -4.444514 3.786398 -0.113 0.206 -0.324
H -0.643354 -2.301206 2.880150 -0.018 -0.018 -0.024
H 0.813413 -1.055135 5.224273 -0.018 0.161 0.123
H -0.928535 -1.381782 5.265338 0.002 -0.045 0.060
H -0.615930 2.109230 4.492200 0.270 -0.101 -0.368
H 0.753244 1.345601 5.297227 -0.020 -0.268 0.264
H -1.008963 1.055075 5.748395 0.452 -0.379 0.379
H 2.219575 -2.017823 3.550938 -0.163 0.084 0.241
H 1.568560 -2.725487 2.263396 0.118 0.129 -0.093
C 1.382267 -0.815901 -2.904158 -1.411 0.393 -0.909
C 0.602183 -1.882477 -2.143047 1.068 -0.089 0.136
C 0.910772 -3.255683 -2.756050 -1.322 -0.024 0.333
O 0.078905 -3.458296 -3.880933 0.692 0.611 -0.182
C 0.422596 -4.614978 -4.598904 -0.179 -1.191 0.121
N 1.064785 -1.828352 -0.720846 0.551 -0.417 -0.627
H 0.936945 -0.757182 -3.903585 0.403 -0.243 -0.159
H 2.439969 -1.059375 -2.988532 0.023 0.025 0.086
H 1.230136 0.205106 -2.548197 0.210 -0.111 0.522
H -0.478868 -1.747619 -2.191015 0.014 0.181 -0.001
H 0.603075 -4.004371 -2.013302 0.452 -0.226 0.135
H 1.971116 -3.344065 -3.004934 0.077 -0.118 0.007
H 0.055499 -5.522076 -4.096233 -0.222 0.140 0.090
H 1.496656 -4.811290 -4.686026 0.100 0.593 -0.163
H -0.041524 -4.590453 -5.581306 0.071 0.229 -0.013
H 2.030082 -1.509458 -0.805152 -0.045 0.191 0.340
H 1.207858 -2.786758 -0.398450 -0.422 0.090 0.203
C 0.439043 2.672926 -1.228282 -0.613 0.920 -0.197
C 1.732519 2.844622 -0.433205 -1.439 -0.551 0.666
C 2.195964 4.278366 -0.491362 1.208 -0.185 -0.675
O 3.463085 4.330796 0.140377 0.427 -0.260 -0.295
C 4.049492 5.611107 0.061726 -0.409 1.008 0.029
N 1.437584 2.483091 0.990955 0.220 0.668 -0.733
H 0.614247 2.757024 -2.301495 0.009 -0.247 -0.001
H -0.267368 3.483930 -0.999514 0.268 0.220 0.052
H -0.185175 1.806398 -1.008045 0.600 -0.485 -0.060
H 2.476591 2.150665 -0.825901 0.250 0.228 0.134
H 1.512010 4.978424 -0.000264 -0.289 -0.108 -0.051
H 2.317242 4.553280 -1.546794 -0.138 0.264 0.010
H 3.984424 6.083608 -0.925888 -0.372 -0.344 -0.164
H 5.116851 5.648369 0.268662 -0.083 -0.693 0.458
H 3.507795 6.256424 0.761297 0.266 0.257 0.018
H 2.252239 2.820661 1.503937 -0.148 -0.296 0.300
H 0.683283 3.130649 1.227949 0.120 -0.039 0.349